The following is a quantum chemistry calculation of a structure of composition C5H6LiNiO4 at a distorted geometry, from the Open Molecules 2025 dataset.

Last column: Mulliken spin population.
Positions of all 17 atoms, in Å:
H -0.02448 0.08875 1.82348  0.00
H 1.13662 1.41948 1.53741  0.00
O -3.82357 1.35079 2.50073  0.00
C -3.25482 0.79123 1.66253  0.00
H -2.18634 -0.81779 0.92072  0.00
C -2.54369 0.19216 0.71354  0.00
C 0.11587 0.95617 1.17359  0.00
H -2.67814 0.54539 -0.30995  0.00
C 0.81518 0.65880 -0.06342  0.01
O 2.22869 0.05793 -2.24669  0.00
C 1.88985 -0.85307 -1.51952  0.03
H -0.48338 1.86790 1.04627  0.00
O 1.09336 -0.55876 -0.34895  0.05
Li 3.14306 -1.29172 -3.47702  -0.01
Ni 1.62209 -3.72197 -0.85298  3.05
O 2.06098 -2.07550 -1.67987  -0.12
H 0.88871 1.39021 -0.87987  0.00

## Properties
- E_tot: -54699.2783 eV
- Energy above the lowest of the compared OMol25 structures with the same formula, charge and spin: 173.7 kJ/mol
- Largest force on an atom: 3.46 eV/Å
- E_LUMO (alpha / beta): -8.88 / -10.20 eV
- Multiplicity: 4
- Charge: +2
- <S²>: 3.752
- HOMO-LUMO gap (alpha / beta): 6.03 / 4.71 eV